(1)
One molecule with the formula C17H18N2O3S in a non-equilibrium geometry, computed with ωB97M-V with the def2-TZVPD basis set.

```
41
Properties=species:S:1:pos:R:3:forces:R:3
C 6.4331 0.4463 -0.2931 0.1054 0.1947 -0.0631
O 5.7275 -0.7140 0.0771 -0.1884 -0.2493 0.0814
C 4.3715 -0.7023 0.0191 -0.2261 -0.0602 0.0256
C 3.5978 0.3831 -0.3797 0.4232 0.0642 -0.0203
C 2.2183 0.2758 -0.4111 -0.2158 -0.2482 0.0726
C 1.5833 -0.9040 -0.0437 0.3289 0.1147 -0.0344
C 0.1130 -1.0246 -0.0849 -0.7128 0.4473 -0.5254
N -0.5381 -0.2665 -1.0030 -0.0093 0.1336 -0.0149
N -0.3784 -1.7866 0.8174 0.6255 -0.9288 0.7565
O -1.7701 -1.9866 0.9285 0.0313 0.5179 0.1313
C -2.5004 -2.4289 -0.0886 -0.1550 -0.4237 -0.5952
O -2.1159 -2.5912 -1.2198 0.0060 -0.0520 0.2200
C -3.9175 -2.6512 0.3864 -0.1421 0.4644 -0.0895
S -4.9819 -1.3290 -0.3078 -0.0032 -0.0331 0.0903
C -3.9525 0.0991 -0.0328 -0.2820 -0.3633 -0.0743
C -3.3884 0.3567 1.2090 0.0026 0.2092 -0.0017
C -2.5457 1.4394 1.3627 -0.0421 0.0133 -0.0343
C -2.2739 2.2961 0.3009 -0.0747 0.0031 -0.0588
C -1.3432 3.4541 0.4902 -0.0186 -0.0123 0.0277
C -2.8830 2.0513 -0.9227 0.0002 0.1142 0.1021
C -3.7114 0.9566 -1.0963 -0.0455 -0.0720 0.0541
C 2.3624 -1.9837 0.3727 0.0003 0.1195 -0.0689
C 3.7338 -1.8872 0.3994 0.1825 0.1468 -0.0207
H 6.2428 0.7169 -1.3367 -0.0077 -0.0043 0.0459
H 7.4869 0.2007 -0.1723 -0.0671 0.0658 -0.0240
H 6.1832 1.2926 0.3546 -0.0028 -0.0303 -0.0342
H 4.0553 1.3176 -0.6645 0.0696 0.0590 -0.0138
H 1.6367 1.1390 -0.7014 -0.0542 0.0698 -0.0227
H 0.0008 0.0901 -1.7737 0.0010 -0.0898 0.0380
H -1.5021 -0.4683 -1.2165 0.0561 -0.0271 0.0515
H -3.9747 -2.6488 1.4730 0.0202 -0.1043 -0.0827
H -4.3156 -3.5763 -0.0261 0.0859 -0.0153 0.0353
H -3.5938 -0.2900 2.0475 -0.0097 -0.0703 0.0598
H -2.0899 1.6226 2.3247 0.0720 0.0283 0.1191
H -1.7477 4.1481 1.2263 0.0352 0.0920 0.0290
H -1.1912 3.9903 -0.4431 0.0476 0.0684 -0.0327
H -0.3790 3.1059 0.8585 0.0941 0.0395 0.0073
H -2.6977 2.7126 -1.7570 0.0410 0.0873 -0.0749
H -4.1692 0.7559 -2.0530 0.0001 -0.0417 -0.1222
H 1.8678 -2.8939 0.6684 -0.0324 -0.1117 0.0264
H 4.3468 -2.7176 0.7115 0.0608 -0.1155 0.0347
```
Positions in Å, forces in eV/Å.

Calculated values
LUMO energy   0.64 eV
ΔE to the lowest compared entry with this formula, charge and spin   2.447 eV
Frontier orbital gap   9.06 eV
Highest occupied orbital energy   -0.30940 Eh

(2)
One molecule with the formula C17H18N2O7S in a non-equilibrium geometry, computed with ωB97M-V with the def2-TZVPD basis set.

```
45
Properties=species:S:1:pos:R:3:forces:R:3
C -1.0476 -2.7464 -1.0639 -0.2641 -0.4711 0.1548
O 0.0188 -1.8031 -1.1620 0.1618 0.2988 -0.0619
C 1.2422 -2.2008 -0.7205 -0.0546 -0.2680 0.0659
O 1.4228 -3.3033 -0.2634 -0.0894 0.1357 -0.0393
C 2.2651 -1.1656 -0.8830 0.0261 0.4487 -0.1587
C 2.0427 0.0974 -1.4041 0.2955 -0.0112 0.0511
N 0.8474 0.6243 -1.8467 -0.2819 -0.2213 0.0152
C 0.7441 1.8859 -2.3188 -0.5658 -0.0156 -0.0425
O 1.6903 2.6352 -2.4335 -0.2343 0.2724 -0.1826
C -0.6678 2.2994 -2.7328 0.2832 0.5488 -0.0403
O -1.6890 1.4596 -2.2083 -0.1231 -0.3106 -0.2456
C -2.0186 1.6526 -0.9234 -0.1983 -0.0444 0.3435
O -1.4970 2.4572 -0.2030 0.0514 0.0312 -0.0756
C -3.1589 0.7402 -0.5102 0.0163 -0.0894 -0.0062
N -3.3210 0.7415 0.9174 0.0452 0.3269 -0.1081
C -3.1704 -0.3983 1.6419 -0.1652 0.3699 -0.2325
O -3.0656 -1.4984 1.1283 0.0017 -0.1455 0.2280
C -3.1895 -0.1981 3.0933 0.1496 -1.1131 0.7107
C -3.0959 -1.1197 4.1058 -0.0543 0.4711 -0.8377
C -3.1597 -0.3878 5.3096 -0.0575 0.5830 -0.0280
C -3.2861 0.9200 4.9458 0.0522 -0.4669 0.7155
O -3.3050 1.0482 3.6142 -0.0300 0.2565 -0.4680
S 3.4634 1.0606 -1.4701 0.4146 -0.6926 0.3427
C 4.3949 -0.2369 -0.7846 -0.5536 0.0090 -0.1110
C 5.8530 -0.0682 -0.5414 -0.0392 -0.0417 0.0115
C 3.6444 -1.3427 -0.5248 0.1834 0.2730 -0.0657
C 4.2454 -2.5755 0.0668 -0.0387 -0.0766 0.0237
H -0.6399 -3.7433 -0.8936 -0.1038 0.1115 -0.0873
H -1.7014 -2.4715 -0.2343 0.1066 -0.0201 -0.1515
H -1.5930 -2.7155 -2.0067 0.0214 0.0254 0.0363
H 0.0446 0.0063 -1.7894 0.1359 0.1602 -0.0428
H -0.8188 3.3347 -2.4096 0.0827 -0.2051 -0.0775
H -0.7547 2.2397 -3.8203 0.0262 -0.0116 0.1519
H -4.0722 1.0866 -1.0106 0.1535 -0.0807 -0.0493
H -2.9607 -0.2878 -0.8280 -0.0538 0.1875 -0.0379
H -3.2418 1.6324 1.3863 0.0031 -0.1048 0.0382
H -2.9948 -2.1780 3.9838 0.0240 -0.2141 -0.1080
H -3.1169 -0.7777 6.3055 0.0025 -0.0054 0.2315
H -3.3679 1.8186 5.5255 -0.0142 0.1668 -0.0270
H 6.0816 -0.1929 0.5172 0.0887 0.0390 0.0519
H 6.4223 -0.8157 -1.0942 0.1055 0.0079 -0.0297
H 6.1750 0.9207 -0.8552 0.1751 0.0624 0.0123
H 3.4916 -3.3412 0.2040 0.1332 -0.0585 0.0488
H 5.0292 -2.9585 -0.5860 0.1006 -0.0789 -0.0092
H 4.6984 -2.3436 1.0301 0.0817 -0.0382 0.0904
```
Positions in Å, forces in eV/Å.

Calculated values
LUMO energy   0.57 eV
ΔE to the lowest compared entry with this formula, charge and spin   0.000 eV
Frontier orbital gap   8.49 eV
Highest occupied orbital energy   -0.29097 Eh

(3)
C17H18N3O4Pd as an isolated structure, computed with ωB97M-V with the def2-TZVPD basis set.

```
43
Properties=species:S:1:pos:R:3:forces:R:3
Pd 0.4653 0.4210 -1.0590 0.0877 0.0982 -0.0127
C 2.3542 2.7672 -4.2138 0.0022 -0.0008 -0.0042
C 2.2094 2.4531 -2.7341 -0.0751 -0.0385 -0.0457
C 3.4366 2.8838 -1.9434 -0.0008 -0.0113 -0.0253
O 2.0449 1.0160 -2.6116 0.0776 0.0439 -0.1863
C 0.9765 3.1992 -2.1450 0.2083 0.0963 0.2041
O 0.9292 4.4039 -2.3924 -0.0776 -0.0168 -0.0823
O 0.1712 2.5467 -1.4090 -0.0608 -0.0639 -0.0566
H 3.2407 2.2692 -4.6146 0.0004 0.0061 -0.0036
H 2.4378 3.8427 -4.3540 -0.0047 0.0046 0.0037
H 1.4793 2.4140 -4.7611 -0.0008 -0.0115 0.0019
H 4.3407 2.4367 -2.3711 -0.0092 -0.0079 0.0009
H 3.3395 2.5633 -0.9052 0.0096 0.0146 0.0109
H 3.5278 3.9678 -1.9851 -0.0056 -0.0035 0.0165
H 2.8249 0.6652 -2.1645 -0.0761 -0.0135 0.1648
N -6.8703 -2.3266 5.2966 0.0014 -0.0008 -0.0040
C -6.0422 -2.0017 4.5661 -0.0172 -0.0034 0.0189
C -5.0088 -1.5983 3.6568 0.0114 -0.0027 -0.0089
C -4.1291 -2.5463 3.1321 -0.0021 0.0096 0.0013
C -3.1352 -2.1568 2.2577 0.0000 0.0129 0.0043
C -2.9881 -0.8129 1.8809 -0.0106 0.0031 -0.0060
C -3.8812 0.1264 2.4177 -0.0082 -0.0005 0.0069
C -4.8771 -0.2576 3.2928 0.0091 -0.0078 -0.0092
C -1.9610 -0.4160 0.9792 0.0283 -0.0340 0.0182
C -1.0735 -0.0817 0.2142 -0.0166 0.0223 -0.0079
H -4.2337 -3.5852 3.4165 0.0004 -0.0013 -0.0001
H -2.4493 -2.8856 1.8474 -0.0019 -0.0025 -0.0003
H -3.7743 1.1638 2.1317 0.0037 -0.0012 -0.0017
H -5.5602 0.4758 3.7010 -0.0012 -0.0008 0.0012
N 1.8245 -2.0724 -0.1128 0.0143 0.7036 0.1100
C 1.8616 -3.3766 0.1764 -0.0506 -0.0671 0.1792
C 1.1226 -4.0387 -0.7874 0.1712 0.0013 -0.0559
C 0.6855 -3.0214 -1.6450 -0.0882 0.1134 0.0247
N 1.1085 -1.8375 -1.2186 0.0246 -0.0863 0.0612
H 2.1286 -1.1605 0.3680 0.0140 -0.4213 -0.3342
H 2.3921 -3.7438 1.0390 -0.0176 0.0039 0.0064
H 0.9386 -5.0962 -0.8650 0.0312 0.0022 0.0020
H 0.0798 -3.0914 -2.5339 -0.0166 0.0144 0.0191
C 2.0031 1.3219 1.3239 0.0139 -0.0379 -0.0918
O 2.2160 0.4976 0.2104 -0.1619 -0.3540 0.0360
H 2.9050 1.3477 1.9530 0.0064 0.0032 0.0015
H 1.1663 0.9726 1.9431 0.0003 0.0096 0.0202
H 1.7738 2.3517 1.0222 -0.0123 0.0263 0.0231
```
Positions in Å, forces in eV/Å.

Calculated values
LUMO energy (spin up / spin down)   2.67 / 2.32 eV
ΔE to the lowest compared entry with this formula, charge and spin   0.177 eV
Frontier orbital gap (spin up / spin down)   7.57 / 7.78 eV
2S+1   3
Highest occupied orbital energy (spin up / spin down)   -0.17997 / -0.20061 Eh
Charge   -1
Expectation value of S²   2.01